a | Density functional theory data (ωB97M-V/def2-TZVPD) for a gas-phase ion, C4H4NO (charge +1).

Structure (ORCA input):
```
! RIJCOSX wB97M-V def2-TZVPD def2/J DEFGRID3
* xyz 1 1
C 0.81 1.22 -0.37
C -0.60 -0.99 -0.31
C 1.42 0.19 0.28
C -0.73 1.24 0.14
N 0.76 -0.91 0.17
O -1.31 0.11 0.22
H -0.47 -1.11 -1.35
H -0.87 -2.05 0.06
H 2.31 0.10 0.71
H -1.32 2.19 0.45
*
```

HOMO-LUMO gap (spin up / spin down) ... 8.276 / 8.117 eV

b | Density functional theory data (ωB97M-V/def2-TZVPD) for 2 unconnected molecules or ions with the total composition C4H4NO.

Structure (ORCA input):
```
! RIJCOSX wB97M-V def2-TZVPD def2/J DEFGRID3
* xyz 1 1
C 1.43 0.93 2.22
C 2.75 0.96 2.12
C 0.58 -0.05 -0.90
C 0.19 0.67 2.16
N -0.19 -0.02 0.04
O 3.86 1.08 2.04
H 0.32 -0.55 -1.94
H 1.67 0.18 -0.73
H -0.73 0.96 2.66
H -1.22 -0.22 -0.01
*
```

HOMO-LUMO gap (spin up / spin down) ... 8.326 / 8.326 eV

Question: of the structures shown, which is the least stable? Reply: a.